Entry from OMol25: C22H69N5O12Zr as an isolated structure (ωB97M-V with the def2-TZVPD basis set).

Each line ends with the Mulliken charge.
Geometry (Å):
Zr 8.5841 -29.4682 -2.7900  1.474
O 8.2941 -27.9089 -1.2586  -0.673
C 8.3287 -26.5558 -1.6428  -0.242
C 8.5300 -26.4296 -3.1781  0.961
O 8.9073 -27.6632 -3.8766  -0.309
H 9.0735 -25.9908 -1.0752  0.031
H 7.4045 -26.0185 -1.4039  0.585
H 9.2622 -25.6784 -3.4833  -0.145
H 7.6217 -26.1634 -3.7246  -0.156
C 6.4727 -26.5790 -6.9328  -1.434
C 6.2591 -27.9698 -7.5471  0.213
C 6.2951 -27.9784 -9.0494  -0.826
O 5.4666 -26.9429 -9.5246  -0.304
C 5.3352 -26.9757 -10.9423  -0.751
N 7.3267 -28.7992 -6.9482  -0.556
H 5.6212 -25.9216 -7.1134  0.658
H 7.3478 -26.0594 -7.3228  0.365
H 6.4895 -26.6064 -5.8381  0.288
H 5.2945 -28.3103 -7.1680  0.117
H 5.9569 -28.9170 -9.5125  0.466
H 7.3066 -27.8538 -9.4674  0.393
H 6.2818 -26.6741 -11.3952  0.316
H 4.5696 -26.2583 -11.2248  0.249
H 5.0071 -27.9680 -11.2601  0.320
H 8.2401 -28.3348 -6.9593  0.212
H 7.5826 -29.5436 -7.6100  0.301
C 4.6845 -23.7438 -3.8948  -1.416
C 5.7021 -22.9207 -4.6369  0.841
C 6.9429 -22.5743 -3.7956  -0.235
O 7.9683 -21.8430 -4.3988  -0.355
C 8.0138 -20.4514 -4.1343  -0.815
N 6.1372 -23.6146 -5.8803  -0.558
H 5.0250 -24.7439 -3.5945  0.157
H 3.7986 -23.9594 -4.4949  0.408
H 4.3402 -23.2099 -3.0065  0.438
H 5.2688 -21.9554 -4.9251  0.299
H 7.4698 -23.5140 -3.5513  -0.507
H 6.6051 -22.2012 -2.8169  0.536
H 8.2911 -20.2113 -3.1097  0.338
H 7.1253 -19.9358 -4.5094  0.321
H 8.7757 -20.0487 -4.8051  0.264
H 6.1200 -24.5998 -5.6631  -0.050
H 7.1135 -23.3531 -5.9919  0.341
C 10.1732 -23.0051 5.1291  -1.269
C 10.4260 -22.7243 3.6234  0.359
C 9.1698 -22.9361 2.7935  -0.287
O 8.9084 -24.3148 2.7079  -0.358
C 7.9608 -24.6075 1.7206  -0.184
N 10.9655 -21.3504 3.5281  -0.677
H 9.9776 -24.0801 5.1970  0.303
H 9.2856 -22.4921 5.4969  0.306
H 11.0366 -22.7305 5.7270  0.379
H 11.1375 -23.4718 3.2548  0.195
H 9.3787 -22.4891 1.8071  0.053
H 8.3425 -22.3494 3.2114  0.288
H 8.3962 -24.5436 0.7135  -0.176
H 7.0466 -24.0042 1.7400  0.355
H 7.5990 -25.6254 1.8786  0.253
H 11.9621 -21.3549 3.3417  0.285
H 10.5650 -20.9568 2.6743  0.244
C 13.7811 -25.6180 -4.8386  -1.274
C 13.5721 -26.6639 -3.7744  0.120
C 13.7344 -26.2035 -2.3244  -0.150
O 15.0929 -25.9410 -2.0981  -0.385
C 15.3496 -25.7008 -0.7138  -0.662
N 12.2191 -27.2621 -3.9009  -0.217
H 13.7568 -25.9880 -5.8684  0.377
H 14.7861 -25.2019 -4.7419  0.410
H 12.9933 -24.8613 -4.8430  0.195
H 14.2561 -27.5102 -3.8508  0.330
H 13.3038 -26.9376 -1.6256  0.267
H 13.1527 -25.3097 -2.0546  0.014
H 14.7033 -24.8818 -0.3813  0.242
H 16.4035 -25.4546 -0.6528  0.275
H 15.0931 -26.5817 -0.1175  0.287
H 12.1352 -27.6928 -4.8182  0.355
H 11.4829 -26.5662 -3.9488  -0.081
C 12.8750 -19.9350 -1.0668  -1.452
C 12.6022 -20.4342 -2.4958  0.501
C 11.3059 -21.1880 -2.6556  -0.432
O 11.3739 -22.2723 -1.7239  -0.357
C 10.4543 -23.2985 -1.8815  -0.617
N 12.7994 -19.3988 -3.5184  -0.719
H 13.7951 -19.3430 -0.9784  0.432
H 12.9862 -20.6755 -0.2770  0.289
H 12.1661 -19.1416 -0.7943  0.320
H 13.4333 -21.1143 -2.7153  0.145
H 11.2234 -21.5978 -3.6671  0.385
H 10.3938 -20.6635 -2.3525  0.086
H 10.5173 -23.9841 -1.0392  0.223
H 10.6023 -23.8440 -2.8261  0.288
H 9.4168 -22.9330 -1.9207  0.240
H 12.0237 -18.7437 -3.4166  0.268
H 13.6386 -18.8709 -3.3156  0.274
O 10.7588 -29.0005 -2.1319  -0.496
H 11.4948 -28.5874 -2.6985  0.381
H 10.9855 -28.7982 -1.2070  0.296
O 7.0296 -29.6410 -4.4105  -0.597
H 7.2708 -29.4761 -5.4033  0.516
H 6.0893 -29.8787 -4.4017  0.295
O 10.3688 -26.4967 -6.1881  -0.598
H 9.8669 -26.7451 -5.3966  0.049
H 10.3063 -25.5335 -6.2459  0.337
O 6.4647 -29.8015 -1.8269  -0.400
H 6.0691 -30.5224 -1.3044  0.292
H 5.7481 -29.1558 -1.9571  0.301
O 6.9916 -27.9553 1.3112  -0.629
H 7.4487 -27.8571 0.4607  0.352
H 6.8317 -28.9006 1.4021  0.291

Multiplicity: 1
Total charge: +2
HOMO energy (hartree): -0.449
Frontier orbital gap (eV): 3.39
M (g/mol): 687.041


Entry from OMol25: a 2-piece molecular cluster, C3H4BrF3O overall (ωB97M-V with the def2-TZVPD basis set).

Each line ends with the Mulliken charge.
Geometry (Å):
C -1.2450 -0.7153 0.1972  -0.239
C 2.7751 0.6640 0.3996  0.002
C -1.2910 0.6670 -0.5441  0.400
O 2.6662 -0.2748 -0.4347  -0.162
F -0.1457 -1.3863 -0.2789  -0.270
F -2.4533 1.0463 -1.1102  -0.256
F -0.9536 1.7431 0.2494  -0.274
Br 1.9850 0.3199 2.1199  -0.167
H -2.0798 -1.3042 -0.2971  0.269
H -1.0867 -0.4530 1.2609  0.248
H -0.4458 0.8360 -1.2538  0.119
H 2.2747 -1.1428 -0.3083  0.331

Multiplicity: 1
ΔE to the lowest compared entry with this formula, charge and spin (kJ/mol): 313.3
HOMO energy (hartree): -0.339
Frontier orbital gap (eV): 9.64
M (g/mol): 192.962


Entry from OMol25: a single C28H26FN3O4S molecule (ωB97M-V with the def2-TZVPD basis set).

Each line ends with the Mulliken charge.
Geometry (Å):
C 1.3661 1.9712 0.0393  -1.043
H 0.4074 1.9666 0.5654  0.321
O 1.8926 0.6668 -0.0565  -0.323
C 2.0534 -0.0496 1.0952  1.081
C 1.9113 0.4722 2.3700  0.353
C 2.0270 -0.3540 3.4820  0.208
C 2.3359 -1.6965 3.3301  -0.981
C 2.5023 -2.2195 2.0592  -0.763
C 2.3578 -1.4152 0.9425  -0.116
O 2.4430 -1.9792 -0.3140  -0.413
C 3.5821 -1.6326 -1.0869  -0.482
H 4.3028 -2.4591 -1.0726  0.402
C 3.2033 -1.3464 -2.5449  0.545
O 3.9384 -1.6417 -3.4597  -0.691
N 2.0101 -0.7165 -2.6431  0.458
C 1.3576 -0.2468 -3.7803  0.098
C 0.2194 0.5380 -3.5949  0.265
C -0.4801 1.0288 -4.6794  -0.853
C -0.0289 0.7316 -5.9529  0.259
C 1.0990 -0.0404 -6.1617  -0.703
C 1.7943 -0.5315 -5.0726  -0.520
H 2.6772 -1.1314 -5.2145  0.509
H 1.4241 -0.2524 -7.1677  0.450
F -0.7108 1.2099 -7.0178  -0.346
H -1.3627 1.6345 -4.5478  0.524
H -0.1216 0.7550 -2.5933  0.366
H 1.5590 -0.5015 -1.7594  -0.354
H 4.0743 -0.7371 -0.6898  0.244
H 2.7270 -3.2647 1.9149  0.481
H 2.4357 -2.3274 4.1993  0.477
C 1.8110 0.1846 4.8512  -0.217
O 2.6361 0.1660 5.7335  -0.625
N 0.5552 0.7054 5.1120  -0.062
C -0.5719 0.6658 4.3363  0.355
N -0.6225 0.5118 3.0676  -0.042
C -1.8980 0.4980 2.5829  -2.121
C -2.8771 0.6370 3.5237  1.513
S -2.1559 0.8194 5.1039  -0.369
C -4.3524 0.5892 3.3634  -1.472
H -4.7901 -0.0726 4.1094  0.464
H -4.5996 0.2171 2.3722  0.317
H -4.7946 1.5775 3.4938  0.311
C -2.0645 0.2754 1.1395  1.090
C -1.4194 -0.8327 0.5949  -0.210
C -1.5290 -1.1481 -0.7499  0.555
C -2.3063 -0.3225 -1.5549  -0.963
C -2.9078 0.8057 -1.0317  -0.834
C -2.7925 1.1352 0.3140  1.497
C -3.4061 2.4104 0.8115  -2.268
H -4.4840 2.3019 0.9288  0.369
H -3.2331 3.2098 0.0929  0.530
H -2.9832 2.7033 1.7687  0.363
H -3.4782 1.4555 -1.6804  0.483
H -2.4251 -0.5567 -2.6030  0.526
C -0.8457 -2.3567 -1.3109  -1.489
H -0.7459 -2.2798 -2.3914  0.311
H 0.1403 -2.4871 -0.8703  0.189
H -1.4301 -3.2497 -1.0873  0.457
H -0.8248 -1.4564 1.2470  0.465
H 0.4226 0.9914 6.0762  0.269
H 1.6906 1.5162 2.5137  0.438
H 1.2227 2.3065 -0.9871  0.307
H 2.0624 2.6482 0.5421  0.411

Multiplicity: 1
ΔE to the lowest compared entry with this formula, charge and spin (kJ/mol): 2.3
HOMO energy (hartree): -0.307
SMILES: COc1cc(C(=O)Nc2nc(-c3cc(C)ccc3C)c(C)s2)ccc1OCC(=O)Nc1ccc(F)cc1
Frontier orbital gap (eV): 8.65
M (g/mol): 519.598


Entry from OMol25: a 2-piece molecular cluster, C5H5Br overall (ωB97M-V with the def2-TZVPD basis set).

Each line ends with the Mulliken charge.
Geometry (Å):
C -2.3243 1.3621 0.0076  0.258
C -1.5419 0.6530 -0.5772  -0.103
C 1.7350 -0.7319 1.0566  -0.449
C 1.4021 0.2178 0.2564  -0.249
C -0.6524 -0.2343 -1.1557  -0.961
Br -0.8853 -2.0745 -0.7344  -0.085
H -2.9979 2.0058 0.4862  0.419
H 2.6035 -0.6659 1.7046  0.247
H 1.1790 -1.6582 1.1318  0.123
H 1.6939 1.1924 -0.0542  0.364
H -0.2118 -0.0663 -2.1217  0.437

⟨S²⟩: 2.032
Multiplicity: 3
ΔE to the lowest compared entry with this formula, charge and spin (kJ/mol): 0.0
HOMO energy (spin up / spin down) (hartree): -0.258 / -0.370
Frontier orbital gap (spin up / spin down) (eV): 7.73 / 8.46
M (g/mol): 144.999


Entry from OMol25: a 8-piece molecular cluster, C52H61N10O8S2 overall (ωB97M-V with the def2-TZVPD basis set).

Each line ends with the Mulliken charge.
Geometry (Å):
C 0.9467 -7.4845 3.4262  -1.037
C -0.5156 -7.4600 3.1098  0.718
O -1.2923 -8.2344 3.5908  -0.548
O -0.9726 -6.5472 2.1988  -0.293
C -0.5327 -5.1973 2.3201  -0.571
C -0.8501 -4.6407 3.6841  -0.656
C -2.3458 -4.7408 3.9806  -0.736
N -3.0503 -3.5259 3.5775  0.291
C -2.7534 -2.2974 3.9674  -0.195
N -3.5604 -1.4862 3.3508  0.206
S -3.4426 0.2408 3.5420  -0.112
C -1.8538 0.5514 2.7335  1.114
C -1.5432 -0.4243 1.6380  0.320
O -0.9245 -1.4492 1.8207  -0.644
O -1.9627 0.0290 0.4660  -0.308
C -1.9788 -0.8511 -0.6630  -0.619
C -0.7636 -0.7063 -1.5727  0.837
C 0.4219 -0.0027 -0.9560  -1.576
O -0.4561 -2.0456 -2.0124  -0.287
C -0.0039 -2.1305 -3.2808  0.112
O 0.7490 -1.3252 -3.7573  -0.513
C -0.5063 -3.3194 -4.0346  -0.288
S 0.8036 -4.5319 -4.3576  -0.141
N -4.4142 -2.1757 2.5565  -0.442
C -4.1096 -3.4307 2.7288  0.457
C -4.8344 -4.5469 2.0605  -0.527
C -5.1581 -4.2361 0.6093  -0.498
C -6.4138 -3.3859 0.5680  0.480
O -7.4436 -3.7925 1.0229  -0.510
O -6.3300 -2.1793 -0.0251  -0.503
H 1.5252 -6.7584 2.8731  0.301
H 1.3302 -8.4704 3.2019  0.371
H 1.0544 -7.3301 4.4906  0.330
H 0.5119 -5.0676 2.0655  0.284
H -1.1071 -4.6505 1.5787  0.302
H -0.2826 -5.1005 4.4824  0.294
H -0.5406 -3.5997 3.6637  0.622
H -2.7530 -5.5707 3.4261  0.430
H -2.5071 -4.9205 5.0337  0.119
H -1.9819 -1.9952 4.6416  0.460
H -1.8939 1.5250 2.2580  -0.756
H -1.0441 0.4891 3.4426  0.489
H -2.8573 -0.5685 -1.2231  0.322
H -2.0921 -1.8808 -0.3691  0.173
H -1.0603 -0.1407 -2.4478  0.518
H 1.0796 0.3013 -1.7582  0.516
H 0.9850 -0.6888 -0.3345  0.329
H 0.1309 0.8891 -0.4183  0.097
H -0.7993 -2.9442 -5.0033  0.392
H -1.3258 -3.8101 -3.5305  0.323
H 1.8291 -4.0933 -3.6259  -0.078
H -5.7922 -4.6690 2.5549  0.455
H -4.2634 -5.4594 2.1632  0.268
H -5.3849 -5.1710 0.1115  0.423
H -4.3279 -3.7792 0.0932  0.145
H -5.5741 -1.6984 0.3434  0.375
N -0.8901 3.2907 1.3000  -0.140
C -1.9152 4.1177 1.5148  -0.207
C -1.8782 5.4714 1.2238  -1.003
C -0.7171 5.9988 0.6828  0.215
C 0.3579 5.1548 0.4555  -0.126
C 0.2200 3.8162 0.7798  -0.791
H -2.8063 3.6764 1.9471  0.430
H -2.7403 6.0940 1.4183  0.396
H -0.6521 7.0518 0.4405  0.427
H 1.2801 5.5218 0.0311  0.185
H 1.0376 3.1237 0.6113  0.448
N 2.2737 6.1984 -2.2728  -0.359
C 3.1357 5.9658 -3.2596  -0.327
C 4.0957 6.8770 -3.6730  -0.408
C 4.1654 8.1011 -3.0283  -0.338
C 3.2771 8.3630 -1.9975  -0.686
C 2.3593 7.3796 -1.6639  0.085
H 3.0475 4.9995 -3.7441  0.409
H 4.7693 6.6299 -4.4818  0.362
H 4.8996 8.8397 -3.3222  0.408
H 3.2951 9.3061 -1.4667  0.534
H 1.6479 7.5465 -0.8599  0.318
N 3.7438 10.8087 0.4004  -0.416
C 3.6057 9.8212 1.2825  0.218
C 4.2396 9.7934 2.5144  -0.644
C 5.0704 10.8497 2.8510  -0.159
C 5.2276 11.8844 1.9445  -0.452
C 4.5438 11.8167 0.7401  -0.215
H 2.9527 9.0078 0.9825  0.211
H 4.0862 8.9633 3.1900  0.347
H 5.5860 10.8658 3.8022  0.377
H 5.8655 12.7292 2.1632  0.356
H 4.6377 12.6103 0.0074  0.368
N -1.7683 -8.3827 -3.7705  -0.543
C -1.8979 -9.3811 -2.9019  -0.291
C -1.3118 -9.3851 -1.6450  -0.415
C -0.5481 -8.2913 -1.2736  -0.375
C -0.4030 -7.2413 -2.1667  -0.228
C -1.0322 -7.3374 -3.3983  -0.170
H -2.5001 -10.2198 -3.2335  0.362
H -1.4503 -10.2255 -0.9789  0.380
H -0.0704 -8.2591 -0.3058  0.466
H 0.1920 -6.3698 -1.9258  0.452
H -0.9387 -6.5434 -4.1284  0.339
N -3.5546 3.6075 4.4283  -0.056
C -4.7294 4.0466 4.8772  -0.280
C -4.9445 4.4558 6.1839  -0.613
C -3.8842 4.4063 7.0742  -0.153
C -2.6550 3.9535 6.6215  -0.892
C -2.5437 3.5688 5.2951  0.068
H -5.5336 4.0724 4.1503  0.418
H -5.9192 4.8066 6.4925  0.390
H -4.0123 4.7186 8.1020  0.390
H -1.7992 3.9026 7.2800  0.385
H -1.5952 3.2178 4.8991  0.383
N 3.0975 0.5699 -6.5979  -0.489
C 1.8901 0.1240 -6.2482  -0.494
C 0.7439 0.3700 -6.9907  -0.409
C 0.8514 1.1164 -8.1528  -0.442
C 2.0999 1.5854 -8.5260  -0.304
C 3.1856 1.2840 -7.7169  -0.280
H 1.8421 -0.4528 -5.3375  1.006
H -0.2114 -0.0175 -6.6616  0.342
H -0.0208 1.3286 -8.7577  0.384
H 2.2328 2.1717 -9.4246  0.365
H 4.1795 1.6312 -7.9777  0.384
N 3.9337 -4.4162 -2.0001  -0.344
C 4.3743 -3.4413 -2.7907  -0.021
C 5.4813 -2.6560 -2.5090  -0.752
C 6.1726 -2.8991 -1.3340  -0.145
C 5.7286 -3.9120 -0.4977  -0.468
C 4.6096 -4.6378 -0.8752  -0.221
H 3.8106 -3.2827 -3.7045  0.486
H 5.7896 -1.8793 -3.1946  0.387
H 7.0437 -2.3118 -1.0750  0.390
H 6.2400 -4.1380 0.4278  0.356
H 4.2356 -5.4422 -0.2504  0.395

Multiplicity: 1
ΔE to the lowest compared entry with this formula, charge and spin (kJ/mol): 0.0
Total charge: +1
HOMO energy (hartree): -0.394
Frontier orbital gap (eV): 7.85
M (g/mol): 1018.256


Entry from OMol25: C3H6F2 as an isolated structure (ωB97M-V with the def2-TZVPD basis set).

Each line ends with the Mulliken charge.
Geometry (Å):
C 0.3826 -0.0990 -1.1002  -1.107
C 0.5400 0.0848 0.2515  0.684
C -0.6173 -0.0497 1.1628  -0.388
H -0.6879 -0.9344 -1.3329  0.234
H 1.2940 -0.5874 -1.7362  0.286
H 0.0886 0.9978 -1.9336  0.224
H 1.5071 -0.5153 0.2906  0.184
H -0.4962 -0.0318 2.4565  0.242
H -1.2364 0.7816 1.0321  0.275
F 0.7573 1.5103 0.2378  -0.314
F -1.5317 -1.1569 0.6715  -0.319

Multiplicity: 1
ΔE to the lowest compared entry with this formula, charge and spin (kJ/mol): 463.5
HOMO energy (hartree): -0.410
Frontier orbital gap (eV): 12.15
M (g/mol): 80.077


Which of these has the highest multiplicity? C5H5Br